(P)
BH26O11 | ωB97M-V/def2-TZVPD

The geometry in XYZ format:
```
38
Properties=species:S:1:pos:R:3:mulliken_charge:R:1
O 20.814 -8.242 6.449 -0.706
O 23.727 -9.746 6.258 -0.634
O 21.718 -11.917 5.176 -0.691
O 17.766 -9.570 7.965 -0.683
O 18.632 -8.393 11.163 -0.654
O 23.528 -11.476 8.287 -0.744
O 20.592 -13.764 9.050 -0.737
O 20.499 -14.083 6.248 -0.703
O 19.674 -11.742 11.295 -0.725
O 17.054 -11.149 10.553 -0.742
O 21.420 -8.695 10.644 -0.740
B 20.582 -10.727 8.624 0.549
H 21.929 -11.113 5.670 0.307
H 21.215 -9.889 8.156 -0.688
H 20.428 -14.086 7.220 0.442
H 20.556 -12.793 8.888 0.466
H 21.863 -7.896 10.344 0.296
H 19.970 -11.354 10.445 0.387
H 23.517 -11.024 7.425 0.365
H 20.867 -9.010 7.062 0.451
H 21.306 -9.240 9.833 0.496
H 20.749 -7.477 7.027 0.300
H 22.591 -11.477 8.573 0.552
H 18.678 -9.926 8.029 0.254
H 18.710 -11.741 11.203 0.456
H 17.506 -10.406 10.980 0.297
H 18.728 -7.525 10.765 0.271
H 21.169 -13.853 9.813 0.312
H 19.789 -10.172 9.243 -0.479
H 20.046 -11.383 7.847 -0.131
H 17.774 -8.798 8.539 0.293
H 23.723 -9.027 6.901 0.281
H 22.489 -12.075 4.623 0.301
H 16.766 -10.790 9.704 0.336
H 19.546 -8.741 11.207 0.386
H 21.228 -11.334 9.349 -0.383
H 23.879 -9.316 5.409 0.267
H 21.074 -13.319 6.047 0.376
```

Kohn-Sham gap = 9.0 eV
total charge = -1
LUMO energy = 2.210 eV

(Q)
BH26O11 | ωB97M-V/def2-TZVPD

The geometry in XYZ format:
```
38
Properties=species:S:1:pos:R:3:mulliken_charge:R:1
O 2.333 0.483 -2.503 -0.609
O 3.252 1.581 -0.163 -0.713
O -3.385 0.843 1.702 -0.642
O -3.192 -0.886 -0.627 -0.736
O -0.019 -1.365 -2.967 -0.646
O 2.061 -2.254 -1.190 -0.715
O 1.053 1.358 1.593 -0.931
O -1.967 3.206 0.845 -0.739
O -1.745 -2.799 2.031 -0.700
O -0.277 2.145 -1.798 -0.678
O 1.786 -0.551 3.646 -0.669
B -0.330 -0.809 0.217 1.654
H -2.022 3.509 -0.065 0.334
H -0.813 -0.972 -3.337 0.287
H 0.456 1.748 -2.278 0.287
H -0.059 -1.147 -2.025 0.291
H 2.541 0.779 -3.392 0.249
H -1.113 -0.017 0.157 -0.491
H -0.578 1.443 -1.214 0.364
H -2.960 0.725 2.554 0.277
H 1.630 -3.109 -1.131 0.309
H -1.274 -2.358 1.306 0.200
H 1.896 -1.462 3.366 0.279
H 0.511 -0.567 -0.477 -0.872
H 1.437 -1.637 -0.772 0.154
H -0.840 -1.757 -0.077 0.040
H -1.265 2.545 0.837 0.286
H 0.089 -0.921 1.244 0.003
H 0.506 0.652 1.210 0.018
H -1.055 -3.229 2.540 0.257
H 1.900 1.271 1.139 0.475
H 3.360 2.380 -0.680 0.281
H -2.268 -0.709 -0.391 0.302
H 2.441 -0.476 -2.534 0.242
H 2.842 0.951 -0.773 0.423
H 1.751 -0.047 2.822 0.393
H -2.997 1.655 1.350 0.401
H -3.683 -0.202 -0.166 0.336
```

Kohn-Sham gap = 9.7 eV
total charge = -1
LUMO energy = 2.543 eV

(R)
BH26O11 | ωB97M-V/def2-TZVPD

The geometry in XYZ format:
```
38
Properties=species:S:1:pos:R:3:mulliken_charge:R:1
O -2.095 -4.942 -0.566 -0.671
O 4.123 1.740 -0.157 -0.674
O -1.608 3.881 4.482 -0.640
O 1.830 -2.323 4.001 -0.655
O -0.310 5.464 0.138 -0.655
O -1.126 2.598 -5.221 -0.647
O 2.907 -5.358 -1.765 -0.633
O 3.009 2.892 4.212 -0.648
O 5.705 -1.762 -3.381 -0.653
O -5.821 -2.511 -3.094 -0.640
O -4.530 0.169 2.370 -0.667
B -0.517 0.060 -0.133 0.209
H 0.163 -0.374 -0.850 -0.242
H -0.040 0.879 0.382 -0.337
H -2.117 3.343 3.875 0.330
H 1.317 -3.115 4.161 0.309
H -1.395 0.373 -0.676 -0.282
H -6.423 -2.612 -3.832 0.311
H 0.159 5.885 0.858 0.314
H 5.140 -2.411 -2.961 0.327
H 3.737 2.502 3.729 0.324
H 1.260 -1.772 3.464 0.339
H -1.749 4.779 4.182 0.309
H -3.750 0.096 1.820 0.353
H -0.739 -0.728 0.570 -0.301
H -5.075 -0.576 2.115 0.304
H -2.726 -4.767 -1.264 0.315
H 2.225 2.524 3.803 0.322
H -1.344 2.597 -4.290 0.333
H 1.976 -5.175 -1.893 0.327
H -0.965 3.518 -5.430 0.312
H -5.358 -1.692 -3.272 0.329
H 2.994 -6.294 -1.941 0.309
H 5.930 -1.151 -2.680 0.323
H -0.272 4.529 0.340 0.334
H -1.726 -4.084 -0.354 0.350
H 3.908 2.574 -0.573 0.310
H 3.304 1.246 -0.171 0.356
```

Kohn-Sham gap = 7.8 eV
total charge = -1
LUMO energy = 2.440 eV

Most stable structure: (P)

(P)
C4H9FO | ωB97M-V/def2-TZVPD

The geometry in XYZ format:
```
15
Properties=species:S:1:pos:R:3:mulliken_charge:R:1
F -2.981 0.083 0.702 -0.191
O -2.318 0.140 -0.626 -0.152
C 0.136 -0.150 0.462 0.353
C -1.087 -0.481 -0.769 -0.325
C 1.392 -0.927 0.150 -1.326
C 0.397 1.348 0.326 -1.511
H 0.815 1.568 -0.579 0.453
H 2.252 -0.757 0.840 0.360
H 1.189 -1.983 0.103 0.375
H 1.603 -0.718 -0.864 0.337
H -0.525 0.106 -1.608 0.223
H 1.106 1.653 1.079 0.406
H -0.441 -0.206 1.461 0.308
H -1.079 -1.590 -1.186 0.283
H -0.460 1.914 0.510 0.406
```

Kohn-Sham gap = 10.5 eV
LUMO energy = 0.114 eV

(Q)
C4H9FO | ωB97M-V/def2-TZVPD

The geometry in XYZ format:
```
15
Properties=species:S:1:pos:R:3:mulliken_charge:R:1
F -1.847 -1.115 0.042 -0.351
O 1.289 0.245 -0.457 -0.342
C 2.571 0.005 0.123 -0.586
C -0.918 -0.092 -0.353 0.185
C 0.379 -0.409 0.330 -0.441
C -1.518 1.313 0.143 -1.255
H -2.529 1.357 -0.101 0.396
H 3.455 0.343 -0.552 0.211
H 0.259 0.093 1.302 0.221
H -1.218 2.244 -0.349 0.330
H 2.560 0.521 1.162 0.228
H -1.525 1.300 1.217 0.342
H 2.465 -1.021 0.320 0.318
H -0.751 -0.154 -1.361 0.346
H 0.506 -1.514 0.184 0.398
```

Kohn-Sham gap = 11.3 eV
LUMO energy = 1.075 eV

Most stable structure: (Q)

(P)
C29H29F5N10O7SScTe | ωB97M-V/def2-TZVPD

The geometry in XYZ format:
```
83
Properties=species:S:1:pos:R:3:mulliken_charge:R:1
Te 1.696 -3.843 0.588 1.792
Sc -0.434 0.019 -0.244 -1.109
S -0.333 -1.903 2.419 0.053
F 3.586 -4.010 0.384 -0.442
F 2.048 -5.042 1.968 -0.377
F -0.142 -4.109 1.448 -0.662
F 2.157 -2.564 2.081 -0.627
F 1.253 -5.456 -0.347 -0.471
O 4.797 2.156 -5.911 -0.600
O 2.447 6.392 -2.074 -0.602
O 3.767 0.370 -5.276 -0.614
O 4.138 6.239 -3.405 -0.588
O -0.345 1.020 -2.276 -0.575
O 0.073 -1.428 0.983 1.082
O 0.625 1.769 -0.452 -0.629
N 0.910 -1.195 -1.561 1.801
N 1.403 0.663 2.085 -0.412
N -1.982 -1.493 -1.110 1.277
N 4.001 1.560 -5.226 1.073
N -2.394 1.151 -0.434 0.948
N 3.175 5.787 -2.832 1.041
N 0.777 0.465 3.340 -0.002
N 0.347 1.238 5.526 -0.748
N -2.338 -0.265 1.864 -0.357
N -0.860 0.538 5.494 -0.215
C -3.696 3.129 -0.131 -1.252
C -0.860 -0.665 4.694 0.639
C -2.174 -2.723 -0.266 -1.337
C 0.211 -2.152 -2.195 0.690
C -3.454 0.537 -0.955 0.980
C -4.807 2.481 -0.657 -0.444
C 2.236 1.719 -3.523 -0.494
C -2.785 -2.588 1.141 -2.038
C 0.532 1.728 -1.743 0.945
C -1.273 -1.912 -2.363 -1.762
C -2.155 -1.688 2.203 2.244
C 2.372 1.974 4.481 -1.444
C 1.856 3.774 -2.322 -0.402
C 2.242 -1.304 -1.495 -0.589
C 3.241 2.348 -4.228 -0.207
C 1.096 1.195 4.496 0.855
C -3.284 -0.877 -1.456 -1.735
C 2.941 -2.318 -2.123 -1.149
C -2.740 -1.899 3.593 -1.293
C 2.222 -3.304 -2.778 -0.772
C -2.180 -1.391 4.686 -1.178
C 1.546 2.443 -2.561 0.272
C -0.440 -0.242 3.282 0.604
C -4.680 1.172 -1.078 -1.179
C -1.512 0.455 2.495 -1.651
C 3.570 3.673 -4.032 -0.564
C 2.851 4.361 -3.076 -0.330
C -2.515 2.428 -0.040 -0.378
C 0.836 -3.231 -2.793 -0.847
H -2.779 -3.606 1.538 0.666
H -0.089 -1.373 5.044 0.487
H -5.524 0.640 -1.499 0.548
H 1.778 1.601 2.023 0.163
H -3.401 -0.854 -2.541 0.693
H -1.616 2.898 0.343 0.727
H 2.001 0.684 -3.727 0.680
H 0.250 -3.994 -3.287 0.487
H -3.829 -2.269 1.075 0.680
H -1.564 1.541 2.450 0.698
H -1.189 0.410 6.439 0.318
H -1.725 -2.816 -2.779 0.506
H 2.338 2.799 3.766 0.322
H 3.219 1.334 4.230 0.316
H 4.018 -2.353 -2.061 0.559
H -4.099 -1.491 -1.071 0.540
H -3.667 -2.456 3.657 0.548
H 2.162 -0.011 1.995 0.204
H 1.334 4.356 -1.575 0.646
H -1.363 -1.099 -3.084 0.702
H -3.746 4.156 0.202 0.469
H -2.647 -1.544 5.652 0.437
H 2.731 -4.127 -3.260 0.488
H -1.211 -3.214 -0.175 0.505
H -2.825 -3.403 -0.825 0.439
H 2.761 -0.528 -0.944 0.486
H -5.755 2.995 -0.741 0.443
H 2.519 2.391 5.473 0.394
H 4.351 4.153 -4.604 0.628
```

Kohn-Sham gap = 7.4 eV
total charge = +1
LUMO energy = -3.650 eV

(Q)
C29H29F5N10O7SScTe | ωB97M-V/def2-TZVPD

The geometry in XYZ format:
```
83
Properties=species:S:1:pos:R:3:mulliken_charge:R:1
Te -2.829 -0.185 2.579 1.913
Sc 0.166 0.474 -0.098 -1.557
S 0.208 -0.473 2.931 0.364
F -3.947 1.345 3.318 -0.507
F -4.264 -1.529 2.206 -0.473
F -3.230 -0.849 4.300 -0.357
F -1.721 -1.960 2.683 -0.625
F -1.419 0.704 3.933 -0.672
O 0.407 -0.766 -1.675 -0.583
O -0.283 1.249 -2.145 -0.577
O -0.687 -3.223 -7.470 -0.592
O -0.397 -0.104 1.607 1.336
O -4.822 -0.027 -4.184 -0.618
O 1.141 -2.689 -6.472 -0.608
O -4.795 -1.018 -6.093 -0.605
N 2.234 0.758 1.807 -0.344
N 3.127 -3.835 2.618 -0.769
N -0.137 2.639 0.731 1.317
N 3.448 -2.753 3.379 -0.196
N 1.369 -2.654 1.633 0.095
N 1.989 1.636 -0.676 0.908
N -0.056 -2.647 -6.624 1.045
N 0.467 -2.433 0.561 -0.484
N -2.017 0.639 -0.279 1.616
N -4.273 -0.605 -5.093 1.077
C -1.441 2.969 0.109 -1.648
C -4.239 -0.227 -0.103 -1.219
C 2.775 -0.625 4.461 -1.256
C -0.821 -0.491 -3.688 0.195
C -3.784 2.049 0.470 -0.985
C -0.807 -1.824 -5.677 -0.393
C -2.448 1.835 0.143 0.733
C 2.085 2.934 -0.381 1.001
C 1.844 -5.003 0.983 -1.440
C -0.173 0.047 -2.453 0.989
C 0.902 3.592 0.289 -1.736
C 1.709 -1.478 2.357 0.362
C 4.257 3.082 -1.376 -0.451
C -2.165 -1.615 -5.870 -0.541
C -2.884 -0.373 -0.364 -0.439
C 2.440 -0.469 1.545 -1.584
C 2.361 -1.850 3.697 0.646
C 4.148 1.736 -1.702 -1.293
C -0.130 -1.286 -4.591 -0.293
C 0.836 2.314 3.118 -2.254
C -0.326 2.721 2.197 -1.112
C 1.449 0.919 3.016 2.203
C -2.838 -0.831 -4.946 -0.328
C -2.179 -0.259 -3.868 -0.390
C 3.207 3.689 -0.711 -1.226
C 2.149 -3.792 1.798 0.900
C 2.336 0.600 4.195 -1.278
C -4.695 1.010 0.329 -0.687
C 3.002 1.059 -1.331 -0.313
H 0.424 2.394 4.126 0.729
H -2.727 0.361 -3.174 0.683
H -2.680 -2.043 -6.718 0.619
H 3.257 4.735 -0.450 0.554
H 0.742 -2.988 -0.248 0.194
H -5.742 1.165 0.548 0.498
H 4.034 -3.028 4.156 0.315
H 0.801 -5.291 1.100 0.313
H 5.138 3.643 -1.642 0.450
H 3.422 -0.802 5.307 0.440
H 2.866 0.014 -1.589 0.732
H 2.641 1.427 4.817 0.551
H -1.263 3.180 -0.954 0.698
H -1.883 3.854 0.592 0.508
H 1.659 3.028 3.039 0.724
H -0.587 3.760 2.461 0.418
H 2.046 -4.840 -0.077 0.307
H -0.474 -2.715 0.856 0.203
H -2.471 -1.326 -0.688 0.469
H -4.911 -1.064 -0.209 0.531
H 3.099 -0.766 0.739 0.725
H 0.926 -1.478 -4.466 0.654
H -4.118 3.017 0.810 0.495
H 2.483 -5.809 1.331 0.392
H 4.938 1.225 -2.228 0.472
H 1.260 4.181 1.140 0.516
H 0.484 4.305 -0.433 0.698
H -1.193 2.108 2.444 0.391
H 1.583 -2.378 4.286 0.455
```

Kohn-Sham gap = 7.1 eV
total charge = +1
LUMO energy = -3.623 eV

Most stable structure: (P)

(P)
CH11N3O3 | ωB97M-V/def2-TZVPD

The geometry in XYZ format:
```
18
Properties=species:S:1:pos:R:3:mulliken_charge:R:1
O 1.468 3.309 0.077 -0.749
O -0.507 -0.965 2.657 -0.630
O 0.127 -3.357 0.095 -0.649
N -0.088 0.837 0.331 -0.311
N -0.082 1.666 -1.840 -0.778
N -0.640 -0.571 -1.398 -0.416
C -0.327 0.727 -0.998 0.564
H -0.447 -1.523 1.867 0.326
H -0.635 -1.590 3.378 0.303
H 0.687 -3.915 0.652 0.308
H 0.676 -3.168 -0.679 0.328
H 0.102 1.215 -2.731 0.174
H 1.093 4.059 0.543 0.316
H -0.952 -1.233 -0.708 0.183
H -1.109 -0.582 -2.285 0.210
H 0.522 1.530 0.739 0.218
H 0.894 3.071 -0.674 0.366
H -0.782 0.489 0.974 0.236
```

Kohn-Sham gap = 9.4 eV
LUMO energy = 0.379 eV

(Q)
CH11N3O3 | ωB97M-V/def2-TZVPD

The geometry in XYZ format:
```
18
Properties=species:S:1:pos:R:3:mulliken_charge:R:1
O -0.866 -2.097 4.519 -0.637
O 0.244 3.559 -1.601 -0.700
O -1.492 1.209 -2.018 -0.692
N 1.704 -1.347 0.602 -0.395
N 1.418 0.186 -1.152 -0.749
N -0.405 -1.162 -0.254 -0.562
C 0.960 -0.689 -0.345 0.547
H -1.029 -0.721 -0.879 0.264
H -1.260 2.159 -1.928 0.361
H 2.723 -1.254 0.842 0.219
H 1.306 -2.141 1.053 0.196
H -0.900 -1.185 0.656 0.212
H 0.679 2.653 -1.679 0.388
H -1.659 1.127 -3.024 0.335
H 0.527 0.559 -1.781 0.257
H -1.086 -2.765 3.914 0.313
H -1.335 -2.182 5.402 0.323
H 0.470 4.093 -2.330 0.318
```

Kohn-Sham gap = 9.4 eV
LUMO energy = 0.631 eV

Most stable structure: (P)